Record 1
The following is a quantum chemistry calculation of 22 unconnected molecules or ions with the total composition C35H52Cl43O4PS in a non-equilibrium geometry, from the Open Molecules 2025 dataset.

Atoms and positions in Å:
C -0.361 -4.195 6.990
Cl -6.800 0.172 -5.240
H -2.900 -1.913 -3.761
H -1.122 -7.829 4.128
H -4.213 -1.076 -4.624
H -1.416 -6.483 5.251
Cl -4.863 -3.207 -3.873
H -1.199 4.139 3.970
H 10.573 2.671 2.902
C -11.678 3.287 0.001
Cl -0.786 0.991 -3.824
H -5.526 1.405 -3.349
H 1.083 -0.520 4.784
H 6.550 -2.379 -6.714
H 1.789 -2.795 4.947
H 3.402 3.234 3.070
Cl 6.882 -4.951 -1.701
C -3.962 -1.693 -3.770
Cl 4.042 5.283 -1.725
Cl 4.707 -6.768 -2.429
Cl 5.419 -0.723 2.471
H -7.731 7.803 -7.441
H -4.816 1.167 -1.748
Cl 4.634 -2.206 -3.130
H -2.866 -0.266 2.143
C 7.066 -1.747 -6.001
H 5.754 -5.134 -3.755
Cl -11.745 4.164 1.535
H -0.498 -5.268 7.068
Cl -3.186 5.126 -8.733
H 10.548 2.493 1.135
Cl -8.412 2.731 2.496
Cl -1.183 4.455 6.302
H 6.962 -2.147 -4.999
Cl -6.021 4.551 -8.289
H 4.475 -6.541 2.449
H -6.441 0.242 -7.564
C -1.001 -0.077 -1.276
H 2.317 -4.031 2.931
C 1.269 -0.423 2.676
C -0.661 -7.126 4.811
Cl -4.355 -0.793 -2.295
O -1.230 -1.160 -1.773
Cl -5.290 -0.662 2.229
H -7.296 4.387 1.256
H -0.005 4.101 -2.144
O 1.485 1.877 3.072
Cl 1.700 -3.782 -1.443
Cl 4.523 2.137 1.326
Cl -1.451 -3.564 5.748
Cl -6.344 2.950 -1.758
C 1.595 -1.132 1.588
Cl 8.779 -1.693 -6.421
Cl -3.689 2.819 -2.972
C -6.167 0.877 -6.730
Cl 1.330 -3.877 6.595
H 6.140 -6.027 2.797
C -4.383 4.442 -7.630
C 0.123 2.060 -1.547
O -0.507 1.294 2.110
Cl -5.962 9.033 -8.380
H -12.110 2.304 0.143
H -0.341 -3.289 -2.491
H 0.750 3.004 -3.334
H 2.968 -5.552 10.741
H 3.108 -7.191 10.068
C -5.789 0.962 1.749
C 1.953 -2.414 1.682
Cl 10.679 0.417 2.235
C -6.912 8.388 -7.038
H 5.488 4.302 -3.302
Cl 0.139 -8.030 6.107
Cl 2.454 -0.370 -3.718
C 1.723 -2.299 3.982
C 7.160 -0.997 2.499
C 2.916 -6.150 9.839
C 0.357 2.025 -0.073
P -2.239 -1.041 1.176
Cl -4.466 1.832 0.968
Cl 4.556 -4.954 4.185
H -6.095 1.513 2.626
H 4.109 5.120 -4.069
Cl -0.458 -5.619 -2.179
Cl -5.941 7.350 -5.988
C -5.113 1.902 -2.481
Cl 5.026 -4.522 1.372
Cl -6.334 4.580 3.394
C 0.803 0.987 2.650
C 5.456 -5.193 -2.715
Cl 7.552 -2.703 2.742
Cl 4.145 -5.581 8.707
C 4.300 3.445 2.500
H -6.614 0.884 1.050
H -3.232 -1.497 0.295
C 0.639 3.240 -2.288
H 2.157 -2.948 0.775
C -7.673 4.321 2.271
Cl -1.771 2.015 4.794
H 0.178 3.327 4.745
Cl -10.019 3.098 -0.579
H -4.154 3.397 -7.464
H -4.349 4.989 -6.695
C 1.347 -1.027 3.872
Cl 0.475 -6.122 3.913
Cl 3.580 2.928 -3.405
H 1.540 -0.686 0.609
Cl -4.402 1.017 -6.672
Cl 6.332 -0.133 -6.043
Cl 8.409 2.259 2.083
H 4.553 0.110 -2.764
C 2.022 -3.001 2.881
Cl 5.670 3.592 3.612
C 4.420 4.477 -3.254
C 4.210 -0.548 -3.555
C -1.153 0.097 0.209
H 4.688 -0.285 -4.495
C -0.467 1.090 0.745
H 7.586 -0.669 1.561
H -8.428 5.080 2.440
Cl 1.288 -6.012 9.162
O 1.185 2.768 0.393
C 10.169 2.104 2.072
H -7.294 9.214 -6.451
C -0.510 1.064 -2.111
H -12.242 3.840 -0.739
C 5.114 -5.697 2.682
H 7.582 -0.432 3.320
H 0.770 -4.170 -3.566
H -6.593 1.865 -6.858
H -0.592 -3.718 7.935
C -0.882 3.542 4.816
H 4.732 -4.419 -2.487
S -1.384 -2.590 1.969
C 0.370 -4.105 -2.561
H 1.628 3.430 -1.913
H 4.197 4.382 1.970

Atomic forces in eV per Å
C 0.0 0.0 0.0
Cl -0.1 -0.1 0.0
H 0.0 0.0 0.2
H 0.1 -0.1 0.0
H -0.1 0.0 0.1
H 0.0 0.0 0.0
Cl 0.0 0.0 0.0
H -0.1 0.0 0.0
H 0.0 -0.1 0.1
C 0.0 0.0 0.0
Cl 0.0 -0.4 0.4
H 0.0 0.2 0.0
H -0.1 0.4 0.1
H 0.0 0.1 -0.1
H 0.0 0.8 -0.9
H 0.1 -0.1 0.0
Cl 0.1 0.1 -0.1
C 0.2 -0.2 -0.1
Cl 0.0 0.0 0.0
Cl 0.0 0.0 0.0
Cl 0.0 -0.2 0.1
H 0.1 -0.1 0.0
H -0.1 0.8 0.1
Cl 0.2 0.2 -0.1
H 0.2 0.6 -0.4
C 0.1 -0.1 0.0
H 0.0 -0.1 0.0
Cl -0.1 0.0 0.0
H 0.1 0.0 -0.1
Cl 0.0 0.0 0.0
H 0.0 -0.1 0.0
Cl -0.2 0.1 0.1
Cl 0.0 0.0 0.0
H 0.0 0.1 0.1
Cl -0.1 -0.1 0.0
H -0.1 0.0 0.0
H 0.1 -0.1 0.0
C -0.2 -1.0 -0.2
H 0.1 -0.3 0.2
C -1.3 2.0 0.0
C -0.1 0.0 -0.1
Cl 0.3 -1.3 -0.2
O -0.1 0.2 0.0
Cl -0.6 -0.2 0.2
H 0.1 -0.1 0.0
H -0.1 0.2 0.0
O -1.1 -0.4 0.2
Cl 0.0 0.0 -0.2
Cl -0.1 0.4 0.0
Cl 0.0 0.0 0.0
Cl -0.2 0.1 -0.1
C -0.2 1.5 -2.7
Cl 0.0 0.0 0.0
Cl 0.1 0.0 0.0
C -0.1 0.1 -0.1
Cl -0.2 -0.5 1.0
H 0.0 0.1 0.1
C 0.1 0.0 0.1
C 0.2 1.1 0.2
O 1.4 -0.3 -0.6
Cl 0.0 0.0 0.0
H 0.1 0.0 0.1
H 0.0 0.0 0.1
H -0.2 0.1 -0.3
H 0.0 0.1 0.0
H 0.0 0.0 -0.1
C 0.0 -0.1 0.0
C 0.7 -1.1 -2.0
Cl 0.0 0.0 0.0
C -0.1 0.0 -0.1
H 0.0 -0.1 0.1
Cl 0.0 0.0 0.1
Cl 0.0 0.1 0.0
C 0.6 -1.8 2.1
C 0.0 0.0 0.1
C 0.1 0.0 0.0
C 0.4 0.6 -0.6
P 0.9 -1.2 0.2
Cl 0.2 0.2 -0.1
Cl 0.1 -0.2 0.3
H 0.1 0.0 0.1
H -0.1 0.0 0.0
Cl 0.0 0.0 0.0
Cl 0.0 0.0 0.1
C -0.2 0.5 0.2
Cl -0.1 -0.1 -0.3
Cl 0.0 0.0 0.0
C 1.1 1.2 0.3
C 0.0 -0.1 0.1
Cl 0.3 0.0 0.1
Cl 0.0 0.0 0.0
C -0.3 0.0 0.0
H 0.0 0.0 -0.1
H 0.0 0.8 -0.2
C 0.3 -0.5 0.3
H 0.2 -0.2 0.0
C 0.0 0.1 -0.1
Cl -0.1 0.0 0.1
H 0.0 -0.1 0.0
Cl 0.0 0.0 -0.2
H 0.0 0.1 -0.1
H -0.1 0.1 -0.1
C -0.7 1.6 2.6
Cl 0.0 0.0 -0.1
Cl 0.4 -0.1 -0.3
H 0.1 0.1 -0.3
Cl 0.0 -0.1 0.0
Cl 0.3 0.0 -0.3
Cl 0.1 0.1 0.0
H -0.1 -0.1 0.1
C 0.6 -2.3 -0.2
Cl -0.1 0.0 0.0
C 0.1 0.1 0.0
C -0.1 0.3 0.1
C -0.9 0.0 -1.2
H -0.4 -0.2 0.3
C -0.3 0.1 1.4
H 0.0 -0.1 -0.1
H 0.0 0.0 0.1
Cl 0.0 -0.2 0.3
O -0.3 -0.1 0.4
C 0.0 0.0 0.0
H 0.1 0.0 0.0
C -0.9 -1.1 -0.3
H 0.1 0.1 0.0
C -0.1 0.1 0.0
H 0.0 0.0 0.0
H 0.1 -0.1 0.0
H 0.1 0.0 0.1
H 0.0 0.1 0.0
C 0.1 0.0 -0.1
H 0.0 -0.3 0.2
S 0.0 -0.1 0.0
C -0.1 0.1 -0.1
H 0.2 0.5 0.3
H 0.1 0.0 -0.1

Values from the calculation:
Gap between HOMO and LUMO in eV: 6.59
LUMO in Ha: -0.0618
2S+1: 1
HOMO energy in eV: -8.27

Löwdin atomic charge list, values in e, 99 entries: -1.011 0.575 0.019 0.026 -0.031 -0.002 0.534 0.030 0.026 -1.012 0.721 -0.063 0.135 0.031 -0.027 0.003 0.496 -0.972 0.526 0.511 0.508 0.023 -0.134 0.592 -0.089 -1.005 0.020 0.500 -0.030 0.516 0.024 0.522 0.507 0.000 0.494 0.028 0.033 -0.383 0.047 -0.182 -1.016 0.637 0.031 0.557 0.016 0.108 0.143 0.563 0.487 0.532 0.497 -0.086 0.521 0.526 -0.961 0.576 0.027 -1.044 -0.212 0.004 0.506 0.026 -0.004 0.032 0.025 0.024 -1.010 -0.148 0.516 -1.022 0.027 0.507 0.516 -0.130 -1.056 -1.005 -0.237 0.394 0.549 0.531 -0.030 0.028 0.516 0.509 -1.133 0.499 0.524 -0.329 -1.086 0.497 0.508 -0.991 0.012 -0.050 -0.072 0.022 -0.997 0.546 0.011


Record 2
The following is a quantum chemistry calculation of C3H4Cl2O in the gas phase in a non-equilibrium geometry, from the Open Molecules 2025 dataset.

Atoms and positions in Å:
C -0.958 0.271 -0.812
H -0.039 1.129 -2.511
H -1.995 0.639 -0.711
H 1.456 -0.331 -1.828
Cl -1.035 0.337 1.921
Cl 1.377 -0.254 0.527
C -0.310 0.123 0.393
C -0.367 0.111 -2.162
H -1.232 -0.060 -2.845
O 0.726 -0.726 -2.280

Atomic forces in eV per Å
C 0.6 0.1 3.5
H -0.4 -0.3 0.4
H 0.6 -0.4 -0.3
H 0.6 0.3 0.4
Cl -0.4 0.1 0.2
Cl 0.1 0.0 0.2
C -0.8 0.2 -2.7
C -0.5 2.4 -0.8
H 1.0 -0.9 0.1
O -0.8 -1.5 -1.0

Values from the calculation:
SMILES string: OCC=C(Cl)Cl
Gap between HOMO and LUMO in eV: 9.99
LUMO in Ha: 0.0256
2S+1: 1
HOMO energy in eV: -9.30
Energy above the lowest of the compared OMol25 structures with the same formula, charge and spin in kcal per mole: 31.3

Charges obtained by Löwdin population analysis, quoted in units of e: -0.162 0.135 0.113 0.017 0.631 0.660 -1.136 -0.314 0.130 -0.074


Record 3
The following is a quantum chemistry calculation of a molecular structure, C42H16Cl5N10S2Ti, from the Open Molecules 2025 dataset.

Atoms and positions in Å:
N -1.687 1.765 -3.685
Cl 2.036 -3.076 2.644
N -2.550 0.540 -1.788
H -5.735 -3.231 3.902
H -1.431 3.782 4.628
C -3.479 -0.717 0.654
C -0.834 4.259 3.863
C -2.454 0.489 2.231
C -0.192 -1.284 -0.191
C 0.603 3.374 -4.989
C 1.061 2.420 -1.476
C -5.511 -1.101 -3.283
C -4.133 0.604 -5.083
Cl 0.742 -0.323 2.167
H -6.813 -1.468 -4.932
C -5.260 -0.090 -5.481
H 3.768 4.564 -4.718
N 3.721 -3.359 -2.335
C 2.712 3.612 -3.118
C 0.533 6.093 3.052
C -3.511 -0.696 4.266
C -0.586 2.128 -3.054
Ti -1.073 0.660 -0.425
H -6.030 -1.751 -2.591
C -4.393 -1.688 4.600
C 0.175 3.294 0.512
C 3.269 -1.107 -1.173
N -0.233 1.816 -1.812
H -4.600 -1.899 5.642
C 3.895 -0.909 0.086
C 1.159 -2.786 1.198
Cl 0.155 -4.817 -2.083
C -3.909 -1.224 1.900
C -3.677 -0.331 -1.616
C -4.376 -0.400 -2.884
H 3.522 3.684 -2.404
S 1.756 -0.251 -3.270
H -3.589 1.254 -5.756
C -4.822 -2.236 2.265
C 1.800 3.983 -5.337
H -0.367 6.014 4.997
N -4.032 -0.937 -0.546
C 0.130 4.234 1.648
C -5.936 -0.934 -4.587
C -5.045 -2.453 3.597
C 1.518 3.008 -2.783
H -0.206 3.255 -5.697
C 0.310 -3.564 -0.919
N -0.668 2.210 0.809
C 2.419 -0.162 -1.753
N -1.860 1.569 2.808
C 1.034 -3.795 0.247
N 4.413 -0.746 1.105
C -3.707 0.432 -3.772
C -2.560 0.985 -3.064
Cl -1.158 -2.108 -2.604
H -5.629 0.008 -6.494
C 0.488 2.895 -3.697
C 0.551 -1.556 0.958
C -0.634 3.645 2.638
H -3.010 -0.103 5.021
C -3.258 -0.466 2.902
C 3.531 -2.340 -1.827
C -0.238 5.497 4.054
Cl 1.763 -5.323 0.519
H 1.338 5.906 1.050
C 2.839 4.097 -4.413
H -5.323 -2.821 1.505
S 2.118 1.196 -0.614
H 1.940 4.365 -6.341
C 0.734 5.466 1.832
N -2.539 0.282 0.893
C -1.131 2.364 2.109
H 0.985 7.059 3.240
C -0.290 -2.324 -1.120
N 0.948 3.471 -0.487

Atomic forces in eV per Å
N 0.0 0.0 0.0
Cl 0.0 0.0 0.0
N -0.1 -0.1 0.0
H 0.0 0.0 0.0
H 0.0 0.0 0.0
C 0.1 0.1 0.0
C 0.0 0.0 0.0
C 0.0 0.0 0.1
C 0.0 0.1 -0.1
C 0.0 0.0 0.0
C -0.2 0.0 -0.1
C 0.0 0.0 0.0
C 0.0 0.0 0.0
Cl -0.1 -0.1 0.0
H 0.0 0.0 0.0
C 0.0 0.0 0.0
H 0.0 0.0 0.0
N 0.0 0.1 0.1
C 0.0 0.0 0.0
C 0.0 0.0 0.0
C 0.0 0.0 0.0
C 0.1 0.0 -0.1
Ti 0.4 -0.2 0.4
H 0.0 0.0 0.0
C 0.0 0.0 0.0
C 0.1 0.0 -0.1
C -0.1 0.0 0.0
N -0.4 0.2 0.0
H 0.0 0.0 0.0
C 0.1 0.0 0.2
C 0.0 0.0 -0.1
Cl 0.0 0.0 0.0
C -0.1 0.0 0.1
C 0.1 0.1 -0.1
C 0.0 0.0 0.0
H 0.0 0.0 0.0
S 0.0 0.0 -0.1
H 0.0 0.0 0.0
C 0.0 0.0 -0.1
C 0.0 0.0 0.0
H 0.0 0.0 0.0
N -0.1 -0.1 0.1
C 0.0 0.0 0.1
C 0.0 0.0 0.0
C 0.0 0.0 0.1
C 0.1 0.0 0.0
H 0.0 0.0 0.0
C 0.0 0.0 0.0
N 0.0 -0.1 -0.2
C 0.2 0.1 0.0
N 0.1 0.0 -0.1
C 0.0 0.0 0.0
N 0.0 0.0 0.0
C 0.0 0.0 0.0
C 0.0 0.0 -0.1
Cl -0.1 0.0 0.0
H 0.0 0.0 0.0
C 0.0 -0.1 0.0
C 0.0 -0.1 0.0
C 0.0 0.0 0.0
H 0.0 0.0 0.0
C 0.0 0.0 0.0
C -0.1 -0.2 -0.2
C 0.0 0.0 0.0
Cl 0.0 0.0 0.0
H 0.0 0.0 0.0
C 0.0 0.0 0.0
H 0.0 0.0 0.0
S 0.1 0.0 0.0
H 0.0 0.0 0.0
C 0.0 -0.1 0.0
N -0.1 0.1 -0.2
C -0.1 0.0 0.2
H 0.0 0.0 0.0
C 0.1 0.1 0.0
N -0.1 0.0 0.1

Values from the calculation:
Gap between HOMO and LUMO in eV: 4.91
LUMO in Ha: 0.0176
2S+1: 1
HOMO energy in eV: -4.43
Energy above the lowest of the compared OMol25 structures with the same formula, charge and spin in kcal per mole: 0.0
Charge: -1

Charges obtained by Löwdin population analysis, quoted in units of e: 0.208 0.689 0.023 0.094 0.114 -0.283 -0.006 -0.297 -0.256 -0.003 -0.663 -0.007 -0.009 0.751 0.099 -0.084 0.101 0.153 -0.005 -0.079 -0.023 -0.297 1.118 0.113 -0.098 -0.301 -0.404 -0.031 0.092 -0.304 -0.713 0.683 -0.104 -0.311 -0.114 0.120 0.669 0.113 -0.023 -0.076 0.099 0.212 -0.096 -0.080 -0.095 -0.170 0.114 -0.709 0.011 -0.998 0.187 -0.707 0.150 -0.112 -0.275 0.738 0.097 -0.129 -0.678 -0.098 0.109 -0.110 -0.266 -0.079 0.688 0.115 -0.066 0.109 1.015 0.098 -0.005 0.021 -0.314 0.099 -0.670 0.144


Record 4
The following is a quantum chemistry calculation of a molecular structure, C23H23B2ClF7N4O10STi in a non-equilibrium geometry, from the Open Molecules 2025 dataset.

Atoms and positions in Å:
C -2.221 2.963 -0.737
Ti -0.125 0.012 1.245
C 2.654 -3.064 5.524
H -0.070 -1.171 -4.180
C 1.532 -1.230 -1.211
C -2.196 -5.762 -2.727
H 3.034 -2.349 -2.225
H 2.361 0.302 5.627
H 3.489 -1.751 -0.601
H 3.457 -0.648 -1.968
F -1.759 -1.308 3.790
N -1.275 0.786 -0.051
C 0.545 -1.480 -2.181
C 2.260 -0.712 5.265
H 1.532 4.089 0.604
F -1.008 0.936 -2.568
O 2.034 1.908 1.496
H 0.285 4.420 -0.624
H 1.896 -4.299 3.926
C -2.787 -0.892 3.037
O -0.119 -1.677 1.918
H 0.897 -6.738 -1.750
F -3.207 0.510 -2.900
C -1.144 -2.669 -0.805
C 0.862 -1.323 -3.639
C -0.014 -4.850 -1.271
C 0.013 2.622 0.484
O -2.940 1.484 4.195
Cl -1.023 -8.124 -3.291
H -3.180 2.463 -0.599
C -1.142 -4.050 -1.408
N 0.738 1.685 1.072
O -1.195 0.985 2.596
O 0.980 -3.581 1.686
F -3.890 -1.454 3.536
H -3.091 -3.874 -2.262
C 2.001 -3.301 4.329
H -3.042 -6.124 -3.290
H -0.066 4.678 1.093
C 0.754 -2.547 2.299
B -2.083 0.117 -2.227
H -2.144 -2.376 -0.483
C -2.225 -4.508 -2.145
N 1.159 -0.727 -0.043
B 2.845 0.859 0.801
H -2.030 3.063 -1.806
S -2.632 0.966 2.895
F 4.077 0.779 1.391
N -0.735 -1.730 -1.825
H 3.057 -3.883 6.100
F 2.957 1.208 -0.537
H -0.454 -2.635 0.039
O -1.770 -1.286 -2.618
O -2.294 0.165 -0.731
C 2.789 -1.765 5.985
H 1.364 -2.214 -4.027
O 2.168 -0.492 0.919
C 0.029 -6.104 -1.852
C 0.466 4.046 0.381
H 1.308 0.942 3.746
C 2.971 -1.517 -1.530
H 1.509 -0.462 -3.796
O 1.064 0.087 3.356
H 0.813 -4.495 -0.674
C 1.585 -0.941 4.071
C -1.174 2.113 -0.099
H -2.246 3.948 -0.280
C 1.463 -2.252 3.593
C -1.065 -6.546 -2.576
F -2.620 -1.363 1.789
O -3.486 1.358 1.823
H 3.313 -1.566 6.907

Atomic forces in eV per Å
C 0.1 -0.2 0.1
Ti 0.8 -0.6 1.4
C 0.0 -0.1 0.1
H 0.1 0.0 0.0
C 0.1 0.0 0.4
C 0.0 0.0 -0.1
H 0.0 -0.1 0.0
H 0.0 0.1 0.0
H 0.1 -0.1 -0.1
H 0.0 0.1 0.0
F -0.4 -0.1 0.4
N -1.2 0.7 -1.4
C -0.3 0.0 -0.3
C -0.1 0.2 -0.1
H -0.1 0.0 0.0
F 0.4 0.3 -0.1
O -0.5 0.2 -0.1
H 0.0 0.1 0.0
H 0.0 0.0 0.0
C 0.3 -0.1 0.0
O -0.3 -1.3 0.4
H 0.1 -0.1 0.0
F -0.5 -0.1 0.0
C -0.1 -0.4 0.0
C -0.1 0.0 0.1
C -0.2 0.0 0.0
C 0.7 0.4 0.2
O 0.3 0.0 0.1
Cl 0.0 -0.3 -0.2
H 0.0 0.1 -0.1
C 0.0 0.0 0.2
N 1.3 1.6 -0.4
O -0.2 0.5 0.5
O -0.1 0.4 0.3
F 0.0 0.7 -0.1
H -0.1 0.1 0.0
C 0.0 0.2 -0.1
H 0.0 -0.1 -0.1
H -0.1 0.1 0.0
C 0.9 -1.4 0.3
B 0.4 -0.2 -0.1
H 0.2 0.0 0.0
C 0.1 0.0 0.1
N 1.5 -0.7 -1.7
B 0.2 0.2 -0.3
H 0.0 0.0 0.0
S -2.1 -0.6 1.4
F 0.1 -0.1 0.5
N 0.1 0.7 0.3
H 0.1 -0.1 0.0
F -0.1 0.1 -0.3
H -0.2 -0.1 -0.2
O -0.1 -0.2 -0.1
O 0.2 0.5 0.0
C -0.1 0.0 -0.1
H 0.0 -0.1 0.0
O -0.5 0.0 -0.2
C 0.0 -0.1 -0.1
C 0.1 -0.3 0.1
H -0.1 -0.2 -0.3
C -0.2 0.1 0.2
H 0.0 0.0 -0.1
O 0.1 0.2 0.3
H 0.1 0.0 0.1
C 0.2 -0.5 0.2
C -0.5 -0.1 -0.4
H 0.0 0.1 0.1
C -0.2 0.4 -0.3
C 0.0 0.2 0.1
F -0.3 -0.2 0.0
O 0.1 0.1 -0.4
H 0.0 0.0 0.1

Values from the calculation:
Gap between HOMO and LUMO (alpha / beta) in eV: 6.46 / 7.69
LUMO (alpha / beta) in Ha: 0.0807 / 0.0444
2S+1: 3
⟨S²⟩: 2.016
HOMO energy (alpha / beta) in eV: -4.27 / -6.48
Energy above the lowest of the compared OMol25 structures with the same formula, charge and spin in kcal per mole: 51.6
Charge: -1

Charges obtained by Löwdin population analysis, quoted in units of e: 0.018 1.141 -0.089 0.088 -0.212 -0.107 0.084 0.117 0.097 0.092 0.125 -0.080 -0.194 -0.004 0.086 0.155 0.069 0.091 0.120 -0.619 -0.156 0.101 0.177 -0.067 0.004 -0.015 -0.210 -0.264 0.637 0.094 -0.169 -0.092 -0.369 0.095 0.154 0.120 -0.007 0.100 0.092 -0.505 -1.110 0.135 -0.017 -0.034 -1.113 0.101 0.547 0.179 -0.065 0.096 0.160 0.094 0.089 0.057 -0.084 0.085 0.008 -0.103 0.019 0.144 0.015 0.091 0.019 0.106 -0.212 -0.234 0.086 -0.044 -0.686 0.109 -0.238 0.101


| no. | E_tot (eV) |
| --- | --- |
| 1 | -603915.098 |
| 2 | -30266.919 |
| 3 | -166119.401 |
| 4 | -117518.179 |